[1]
13
Properties=species:S:1:pos:R:3:forces:R:3 method="wB97M-V/def2-TZVPD" homo_ev=-10.0 energy_ha=-282.7084 orbital_gap_ev=10.4
C 1.0426 1.1413 -1.4497 0.957 -1.609 1.111
C 0.2537 1.2614 -0.1807 -1.887 2.712 -2.582
N 0.4323 0.7420 0.9394 -1.592 1.272 -0.415
C 1.4123 -0.0450 1.2639 1.112 -1.447 2.145
N 2.0310 -0.7115 1.9827 0.593 -0.182 -0.822
H 0.5840 0.2680 -1.9620 0.851 0.130 0.160
H 1.0301 1.9288 -2.1573 -0.711 1.188 -0.267
H 2.1100 1.0625 -1.1683 -0.387 -0.821 -0.417
H -0.6500 1.9533 -0.3832 1.056 -1.229 1.128
N -2.0432 -1.5979 0.7544 0.170 -1.817 -0.212
H -1.4810 -2.0897 -0.0351 -1.994 0.937 1.535
H -1.6375 -2.0538 1.6006 -0.442 0.667 -0.694
H -3.0845 -1.8593 0.7951 2.275 0.196 -0.670

[2]
12
Properties=species:S:1:pos:R:3:forces:R:3 method="wB97M-V/def2-TZVPD" homo_ev=-9.6 energy_ha=-720.6138 orbital_gap_ev=8.7
C 0.1322 -1.3009 1.4423 0.203 0.558 -1.160
C 0.4762 -0.0087 1.3424 -0.831 -0.852 -0.213
C -1.0414 1.1513 -1.1895 0.214 0.258 1.014
N -0.1950 0.1898 -1.4697 0.970 0.972 1.294
O -0.7294 1.9478 -0.2996 0.021 0.624 0.597
O 2.2334 -0.5005 -0.4577 0.368 0.985 0.228
S 1.3844 0.6397 -0.0746 -1.322 -3.110 -1.813
H -0.3593 -2.0046 2.1455 0.287 1.446 -0.019
H 0.3012 -1.7374 0.4753 0.580 -1.015 -0.185
H 0.1220 0.8212 1.8662 -0.251 0.978 1.638
H -2.0457 1.2750 -1.5715 -0.321 -0.436 -0.925
H -0.2787 -0.4727 -2.2092 0.081 -0.410 -0.455

[3]
101
Properties=species:S:1:pos:R:3:forces:R:3 method="wB97M-V/def2-TZVPD" homo_ev=-2.9 energy_ha=-2752.9870 charge=-1 orbital_gap_ev=5.4
Pd -0.3828 -0.2459 -0.3764 0.131 0.115 0.076
C 2.2474 4.7514 1.6922 0.024 -0.016 -0.005
C 1.2387 4.0300 0.8582 0.045 -0.010 -0.041
C 0.3053 4.5594 -0.0053 -0.048 0.014 0.019
C -0.3544 3.4365 -0.5505 0.046 -0.007 -0.018
N 0.1482 2.3195 -0.0454 -0.051 0.087 0.038
N 1.1206 2.6804 0.8097 -0.105 -0.049 -0.030
B 1.9872 1.6231 1.5358 0.077 0.115 0.099
N 1.1949 0.7978 2.5741 -0.060 -0.052 -0.027
N 0.3514 -0.1853 2.2115 0.035 -0.042 0.026
C -0.1231 -0.7186 3.3266 -0.050 0.072 -0.024
C 0.4185 -0.0578 4.4512 -0.005 -0.022 0.010
C 1.2563 0.8994 3.9255 -0.009 0.013 0.003
C 2.1009 1.8956 4.6510 0.007 0.016 -0.006
C -1.0602 -1.8544 3.2821 0.002 0.013 0.051
C -1.3264 -2.5030 2.0784 -0.049 -0.189 -0.074
C -2.1798 -3.5959 2.0408 0.074 0.068 -0.044
C -2.7787 -4.0689 3.2006 -0.083 0.072 0.051
C -2.5304 -3.4200 4.4034 -0.018 -0.026 -0.017
C -1.6837 -2.3205 4.4402 0.060 -0.001 -0.021
N 2.7147 0.7214 0.5164 -0.032 -0.087 -0.030
N 2.0674 -0.0675 -0.3659 -0.022 -0.010 -0.002
C 2.9945 -0.6927 -1.0747 -0.009 0.034 -0.005
C 4.2812 -0.3011 -0.6491 0.023 -0.029 -0.013
C 4.0566 0.5970 0.3676 -0.018 0.019 0.000
C 5.0604 1.3284 1.1984 -0.002 -0.002 0.009
C 2.6341 -1.6622 -2.1211 -0.020 0.026 0.008
C 1.3079 -2.0478 -2.3134 -0.086 -0.117 -0.018
C 0.9961 -3.0080 -3.2660 0.016 0.064 0.071
C 1.9836 -3.5771 -4.0595 0.009 0.005 0.006
C 3.3019 -3.1791 -3.8877 0.004 0.005 0.005
C 3.6211 -2.2351 -2.9236 0.013 0.002 0.000
C -1.4462 3.3885 -1.5356 -0.034 0.001 0.053
C -1.8016 2.1828 -2.1433 0.032 -0.020 -0.146
C -2.8641 2.1382 -3.0344 0.068 0.011 0.062
C -3.5911 3.2845 -3.3304 -0.013 0.016 -0.003
C -3.2328 4.4894 -2.7416 -0.007 -0.023 -0.019
C -2.1664 4.5390 -1.8563 0.000 -0.003 0.032
H 2.1276 5.8261 1.5552 -0.013 -0.003 -0.010
H 2.1374 4.5287 2.7543 -0.009 -0.006 -0.012
H 3.2665 4.4820 1.4091 -0.007 0.007 0.009
H 0.1467 5.6055 -0.2136 0.003 -0.020 -0.007
H 2.8294 2.2284 2.1414 -0.017 -0.012 -0.008
H 0.2499 -0.2522 5.4982 -0.009 -0.002 -0.012
H 1.9469 1.7848 5.7243 -0.004 -0.010 -0.001
H 3.1635 1.7606 4.4410 -0.008 -0.005 -0.009
H 1.8438 2.9197 4.3757 -0.005 -0.006 0.007
H -0.8600 -2.1432 1.1652 0.030 0.063 0.015
H -2.3725 -4.0835 1.0913 -0.005 0.001 0.014
H -3.4471 -4.9213 3.1635 0.011 -0.002 0.017
H -2.9955 -3.7715 5.3176 -0.005 0.007 -0.008
H -1.4939 -1.8224 5.3838 -0.010 0.004 0.004
H 5.2420 -0.6279 -1.0118 -0.014 -0.001 0.006
H 6.0640 1.0553 0.8724 -0.005 -0.011 -0.007
H 4.9527 2.4102 1.1065 -0.002 -0.004 -0.004
H 4.9641 1.0807 2.2568 -0.002 0.003 -0.006
H 0.5139 -1.6000 -1.6890 0.142 -0.123 -0.097
H -0.0309 -3.3323 -3.3716 -0.073 0.002 -0.045
H 1.7302 -4.3270 -4.7993 -0.004 0.003 0.003
H 4.0866 -3.6112 -4.4974 -0.005 0.004 -0.006
H 4.6547 -1.9394 -2.7895 -0.011 0.001 -0.002
H -1.2254 1.2772 -1.9230 -0.067 0.093 0.054
H -3.1172 1.1960 -3.5029 -0.052 -0.032 -0.022
H -4.4276 3.2407 -4.0182 0.009 -0.008 0.000
H -3.7892 5.3916 -2.9675 0.001 0.001 0.007
H -1.9004 5.4810 -1.3903 0.000 -0.007 0.006
O -2.6442 -0.1207 0.8455 -0.186 0.068 -0.127
P -4.0206 -0.1722 0.2923 0.136 -0.107 0.108
C -4.0878 -0.7010 -1.4392 0.178 0.011 0.033
C -2.9279 -1.2650 -1.9669 0.073 0.031 0.056
C -2.8979 -1.6400 -3.3052 -0.036 -0.006 0.032
C -4.0186 -1.4789 -4.1069 0.047 0.024 0.008
C -5.1767 -0.9198 -3.5801 0.002 0.025 0.022
C -5.2040 -0.5216 -2.2530 -0.084 0.025 0.032
C -4.8585 1.4225 0.3944 0.004 0.022 -0.058
C -4.0468 2.5408 0.5455 -0.054 0.072 -0.016
C -4.6214 3.8034 0.6056 0.038 0.012 0.002
C -5.9976 3.9484 0.5183 -0.019 -0.013 -0.010
C -6.8122 2.8300 0.3821 0.036 0.001 -0.003
C -6.2428 1.5676 0.3248 -0.013 0.000 0.031
C -5.0995 -1.2947 1.2127 -0.066 -0.112 -0.090
C -5.1268 -1.1460 2.5984 0.014 -0.017 0.046
C -5.9230 -1.9735 3.3716 0.050 -0.007 0.001
C -6.6897 -2.9633 2.7691 0.002 -0.013 -0.004
C -6.6530 -3.1281 1.3928 -0.001 0.033 -0.018
C -5.8599 -2.2937 0.6136 0.006 -0.008 0.077
H -2.0246 -1.3737 -1.3421 -0.103 0.049 -0.055
H -1.9842 -2.0373 -3.7221 0.077 -0.053 -0.032
H -3.9843 -1.7694 -5.1501 0.002 -0.003 0.007
H -6.0473 -0.7719 -4.2070 0.003 -0.010 0.005
H -6.0979 -0.0532 -1.8563 0.031 -0.003 -0.012
H -2.9747 2.4094 0.6187 0.062 -0.010 0.003
H -3.9861 4.6729 0.7145 0.002 -0.001 -0.005
H -6.4416 4.9356 0.5619 0.004 -0.004 0.003
H -7.8879 2.9421 0.3284 0.000 0.002 0.002
H -6.8776 0.6914 0.2478 -0.001 0.007 0.010
H -4.4996 -0.3977 3.0698 -0.002 0.003 -0.022
H -5.9267 -1.8600 4.4481 -0.010 -0.007 0.002
H -7.3045 -3.6151 3.3779 0.001 -0.001 -0.012
H -7.2364 -3.9076 0.9189 -0.006 -0.009 0.020
H -5.8228 -2.4330 -0.4594 -0.003 -0.001 0.002

[4]
12
Properties=species:S:1:pos:R:3:forces:R:3 method="wB97M-V/def2-TZVPD" smiles="C=C=NC1=C[C@H]1O" homo_ev=-9.4 energy_ha=-323.3582 orbital_gap_ev=10.2
C 0.8351 0.4729 2.0283 -0.169 0.093 0.057
C -0.3316 0.6688 1.4848 0.005 -0.075 -0.016
N -1.3625 0.7316 0.7939 0.525 -0.112 0.201
C -1.0613 -0.0086 -0.3710 0.033 -0.228 -0.212
C -1.3302 -0.6206 -1.4874 -0.010 0.210 0.173
C 0.1031 -0.6431 -0.9726 -0.210 -0.393 -0.008
O 1.1526 0.1181 -1.5233 -0.101 0.264 -0.220
H 1.0080 -0.4104 2.6319 -0.058 0.186 0.066
H 1.6582 1.1370 1.7924 -0.117 0.035 0.170
H -2.0700 -0.9280 -2.2161 0.248 0.073 0.069
H 0.5513 -1.5493 -0.5550 -0.215 0.098 -0.183
H 0.8472 1.0316 -1.6058 0.069 -0.151 -0.099

[5]
21
Properties=species:S:1:pos:R:3:forces:R:3 method="wB97M-V/def2-TZVPD" homo_ev=-12.5 energy_ha=-511.9155 charge=+1 orbital_gap_ev=9.5
C -2.1189 -1.7395 1.9987 -4.340 -1.555 2.108
C -3.1852 -0.9770 1.4707 0.701 1.666 0.913
C -0.8476 -1.7438 1.5922 1.968 -2.537 0.535
C -2.8818 -0.0450 0.4874 1.923 -1.623 0.498
C -0.6495 -0.8963 0.5776 3.809 2.184 -4.868
C -1.5379 -0.0322 -0.0143 -2.327 2.005 -0.389
C 1.7543 -0.6261 -1.0493 -4.373 -0.281 3.179
N 0.7871 -0.8001 -0.3501 1.603 0.052 -0.557
N 2.7272 -0.1191 -1.7102 -1.105 -0.264 0.362
N 3.3334 2.2794 -1.0970 -3.883 -0.117 -0.058
O -1.2353 0.9694 -0.9587 -0.111 -1.666 0.920
H -2.4927 -2.4783 2.7476 0.916 0.661 -0.394
H -4.1202 -0.8512 2.0743 0.723 -0.727 -1.044
H -0.1608 -2.5509 1.9728 -0.499 1.395 -0.586
H -3.5989 0.6390 0.1272 -0.659 0.727 -0.426
H 3.1936 2.9217 -1.8884 0.453 -0.155 1.045
H 3.4346 -0.6751 -2.1171 0.608 -0.743 -0.478
H 2.9006 0.9786 -1.5079 0.677 0.007 -0.283
H 2.5702 2.3046 -0.3591 1.605 0.748 -1.194
H 4.2219 2.1224 -0.7300 1.689 0.402 0.574
H -2.0941 1.3197 -1.2663 0.625 -0.180 0.143

[6]
14
Properties=species:S:1:pos:R:3:forces:R:3 method="wB97M-V/def2-TZVPD" smiles="CC1OC=NN=CO1" homo_ev=-9.7 energy_ha=-415.8808 orbital_gap_ev=10.5
C 2.0659 -0.2011 -0.3129 -2.024 2.210 2.175
C 0.6563 -0.0043 0.3507 -0.491 0.018 0.020
O -0.2675 -1.2635 0.4550 1.552 1.562 -0.616
C -1.5036 -1.3974 -0.1436 2.279 -1.259 0.367
N -2.3552 -0.5256 -0.3187 -2.646 -0.121 -0.889
N -2.3195 0.7696 0.0925 -0.841 -1.518 -0.033
C -1.2632 1.3882 0.0906 3.905 4.941 -0.049
O 0.1207 1.1826 -0.2019 -3.302 -1.664 -1.320
H 2.6253 -0.4851 0.5370 1.245 -1.082 0.343
H 2.3925 0.8406 -0.5044 -0.227 -0.548 -0.133
H 2.1431 -0.7670 -1.1845 -0.063 -1.180 -1.121
H 0.7347 0.4260 1.3527 0.515 -1.726 0.621
H -1.7457 -2.4554 -0.4525 0.568 1.226 0.441
H -1.2837 2.4925 0.2400 -0.469 -0.858 0.193

[7]
22
Properties=species:S:1:pos:R:3:forces:R:3 method="wB97M-V/def2-TZVPD" homo_ev="0.0 / 0.0" energy_ha=-820.2264 charge=-1 orbital_gap_ev="3.0 / 3.0"
C -0.7914 2.7937 -0.2090 -0.078 0.594 -0.207
Be 1.1777 0.5100 1.0328 -0.467 -1.293 -0.753
N 0.0768 0.7637 2.3552 -0.412 0.229 0.290
H -1.1245 2.0517 0.5239 0.214 0.218 -0.336
H -0.8306 0.3597 2.1121 -0.139 -0.091 -0.061
H 2.2663 -0.1639 1.5171 0.480 0.348 -0.007
H -0.8620 3.8019 0.2223 -0.156 -0.194 -0.040
H -1.4344 2.7317 -1.0985 0.212 -0.004 0.255
H 0.2602 2.6469 -0.4925 -0.489 -0.257 0.155
H 0.4018 0.2375 3.1651 0.237 0.079 -0.074
H -0.0869 1.7175 2.6573 0.060 -0.057 -0.022
Cl 2.2503 -2.7933 -2.6418 0.533 -0.194 -0.612
C 1.0338 -1.9822 -1.7415 0.045 2.460 1.161
C -0.1916 -2.6382 -1.5181 -0.165 -1.308 -0.351
C -1.1401 -1.9452 -0.7651 -0.154 0.596 0.666
C -0.8277 -0.7462 -0.1587 -2.000 -1.054 -0.533
N 0.4285 -0.2155 -0.2458 1.804 2.179 2.478
C 1.2829 -0.7191 -1.2024 0.467 -2.465 -1.884
H -0.3738 -3.6312 -1.9357 0.002 0.429 0.097
H -2.1286 -2.3679 -0.5979 0.075 0.087 -0.084
H -1.5897 -0.2404 0.4410 0.247 -0.009 -0.330
H 2.2029 -0.1714 -1.4199 -0.314 -0.292 0.191

[8]
12
Properties=species:S:1:pos:R:3:forces:R:3 method="wB97M-V/def2-TZVPD" homo_ev="-13.3 / -13.9" energy_ha=-2746.8250 charge=+1 orbital_gap_ev="8.4 / 9.0"
C -0.9861 -2.1368 -0.2269 0.992 -2.305 -0.468
C -1.0044 -0.8403 -0.2458 0.335 1.855 0.026
C 1.1349 0.3858 0.3021 -1.969 -3.426 0.686
N 0.7373 1.7469 0.1865 -1.429 0.989 0.643
Br -2.2162 0.5955 -0.4908 0.511 -0.879 0.053
H -1.8031 -2.9222 -0.5256 1.475 1.841 0.771
H 0.0856 -2.5511 -0.0115 -2.140 0.417 -0.365
H 0.7785 -0.3685 1.0445 0.382 1.916 0.375
H 1.6297 -0.1616 -0.4511 0.790 0.537 -1.245
H 0.7499 2.2518 1.1559 0.392 -0.648 -2.345
H -0.3091 1.7697 -0.1117 0.709 -0.072 0.412
H 1.2030 2.2308 -0.6255 -0.050 -0.224 1.455